No. 1
{
  "formula": "C64H54BFGeN4O4P3S2Ti",
  "method": "ωB97M-V with the def2-TZVPD basis set",
  "energy_ev": -213963.8552,
  "homo_ev": [-4.29, -4.37],
  "total_charge": -1,
  "orbital_gap_ha": [0.2325, 0.2335],
  "largest_force_ev_per_a": 1.71,
  "lumo_energy_ev": [2.036, 1.981],
  "species": ["C", "O", "C", "C", "H", "C", "C", "C", "H", "H", "C", "C", "C", "H", "H", "H", "C", "C", "C", "H", "C", "H", "C", "C", "P", "C", "H", "N", "C", "H", "H", "H", "H", "B", "H", "C", "H", "C", "C", "H", "O", "H", "H", "H", "C", "H", "C", "C", "C", "C", "H", "C", "P", "C", "H", "C", "H", "C", "C", "Ge", "H", "C", "C", "C", "H", "H", "C", "H", "H", "H", "H", "H", "O", "C", "C", "C", "C", "C", "H", "H", "H", "N", "C", "C", "C", "H", "H", "F", "H", "C", "S", "C", "C", "H", "S", "C", "H", "C", "H", "H", "H", "C", "H", "H", "H", "H", "C", "C", "C", "H", "N", "C", "C", "C", "C", "C", "N", "H", "H", "C", "H", "H", "Ti", "C", "H", "C", "C", "C", "C", "C", "O", "H", "H", "C", "P"],
  "xyz": [[2.96, -1.39, 5.69], [-0.27, -1.14, -0.68], [5.37, -2.50, -0.38], [-3.43, 0.06, 4.62], [3.12, -1.76, 6.69], [0.74, -4.88, 1.50], [1.87, 4.58, -1.14], [2.56, 2.55, 1.56], [4.68, -0.25, 3.02], [1.49, 2.47, 1.60], [2.09, 3.94, -3.55], [-1.12, 5.00, 2.96], [-3.74, 2.57, 3.48], [6.21, -2.38, -1.04], [2.56, 4.62, 2.09], [-2.36, -5.76, 5.09], [4.70, 1.54, 1.16], [-2.96, 5.01, -0.87], [-5.38, -3.03, 0.17], [-3.85, 3.56, 3.05], [0.00, -4.01, 0.69], [2.00, -6.61, 1.59], [1.45, -5.93, 0.94], [2.53, -0.48, 3.09], [-1.43, 2.33, 1.88], [3.48, -1.54, 0.77], [-2.20, -4.00, 6.82], [1.49, -2.23, -3.55], [-1.38, -1.15, -1.40], [2.34, -3.23, -1.92], [-2.62, 5.92, -1.37], [-6.42, -3.07, -0.12], [5.05, -0.97, 5.32], [-0.18, 1.07, -4.12], [5.32, 0.69, 0.93], [-1.26, -3.20, 3.17], [2.01, -6.94, -0.87], [0.29, 3.26, 3.84], [0.46, 5.49, 4.73], [3.76, -4.85, 1.45], [-2.08, 0.16, 0.46], [-1.20, 1.10, -3.49], [1.61, 3.81, 5.43], [0.26, -3.56, -4.73], [-3.78, 2.69, 0.39], [5.03, 4.83, 1.91], [5.09, -3.74, 0.18], [1.51, -0.88, -3.33], [-1.17, -2.19, 4.13], [1.68, -1.31, 5.17], [1.65, 2.83, -5.40], [4.55, 3.88, 1.73], [-0.94, -2.64, 1.47], [3.17, 3.77, 1.82], [-4.74, -4.48, -1.27], [3.21, -2.79, 1.33], [2.38, -2.90, 2.02], [-2.54, 3.22, 0.70], [-4.21, 4.48, -1.16], [-0.60, -0.39, 3.49], [-5.26, 0.47, 5.65], [0.06, -4.16, -0.69], [3.31, 1.41, 1.25], [-1.93, -3.77, 5.79], [2.29, -4.14, -3.45], [-1.90, 5.34, 2.30], [0.85, 4.16, 4.73], [3.46, -2.81, -3.21], [1.51, 5.59, -1.37], [-1.45, -1.72, 6.20], [-1.14, 4.77, 0.22], [2.93, 4.61, -0.91], [-3.54, -0.07, -1.25], [-2.48, -0.26, -0.76], [4.04, -0.96, 4.92], [-0.54, 5.90, 3.85], [0.77, -5.22, -1.25], [2.45, -3.16, -3.00], [-5.70, -1.57, 1.73], [-3.32, -0.91, 5.08], [-1.80, -5.25, 2.74], [0.75, 2.19, -3.57], [4.55, -1.41, -0.11], [-0.16, -1.39, -4.72], [0.46, -2.55, -4.42], [0.78, -5.35, -2.32], [4.71, -0.49, -0.64], [-0.39, 0.48, 5.11], [-5.57, 2.86, -0.78], [-0.70, 3.67, 2.93], [2.77, -0.09, -2.47], [-4.67, 2.11, 4.39], [-1.70, -4.48, 3.51], [-2.38, -4.34, -0.66], [-0.13, 2.02, -0.98], [-4.44, -3.81, -0.47], [0.60, 2.22, 3.87], [0.79, 2.62, -2.30], [2.77, 4.75, -3.76], [-0.42, -3.46, -1.36], [6.38, 2.85, 1.31], [-1.51, -2.50, 5.45], [0.74, -4.74, 2.57], [5.72, -4.60, -0.05], [-5.50, 2.74, 4.67], [-0.87, 6.94, 3.85], [-3.09, -3.73, -0.12], [4.00, -3.88, 1.03], [-4.98, -2.18, 1.20], [-0.34, 1.28, -5.31], [0.48, -0.36, -4.04], [-2.03, -4.77, 4.82], [3.83, -0.53, 3.63], [-4.61, 3.31, -0.53], [-2.46, 0.51, 3.70], [-2.12, 4.38, 0.04], [1.61, 3.71, -2.27], [1.33, 4.19, -0.29], [-4.85, 4.97, -1.88], [5.31, 2.77, 1.39], [-3.35, -1.43, 2.34], [-4.11, 1.77, 0.85], [-0.27, -0.01, 0.84], [-3.64, -2.10, 1.55], [0.84, -1.61, 5.79], [1.43, -0.83, 3.87], [1.55, 3.00, -4.34], [1.46, -6.11, -0.43], [-2.66, 1.76, 3.11], [-2.68, -2.86, 0.88], [-1.58, -1.83, -2.36], [0.91, 6.19, 5.41], [-1.02, -1.20, -5.33], [-4.52, 0.84, 4.95], [2.35, -0.16, 1.27]]
}

***

No. 2
{
  "formula": "C64H63CsFN3O2P2S2",
  "method": "ωB97M-V with the def2-TZVPD basis set",
  "energy_ev": -119472.4274,
  "homo_ev": -2.04,
  "total_charge": -2,
  "orbital_gap_ha": 0.1967,
  "largest_force_ev_per_a": 1.22,
  "lumo_energy_ev": 3.310,
  "species": ["C", "H", "H", "C", "H", "C", "H", "H", "H", "C", "C", "C", "C", "C", "P", "P", "H", "H", "H", "C", "O", "C", "C", "F", "C", "C", "C", "H", "C", "H", "C", "C", "C", "C", "C", "H", "H", "C", "C", "H", "H", "H", "C", "H", "H", "C", "C", "H", "S", "H", "C", "C", "H", "H", "H", "C", "H", "H", "C", "C", "H", "H", "H", "H", "H", "H", "Cs", "C", "C", "H", "H", "H", "C", "S", "C", "H", "C", "H", "H", "C", "C", "C", "H", "C", "H", "H", "C", "C", "H", "C", "C", "H", "C", "C", "C", "C", "C", "H", "C", "C", "H", "H", "C", "H", "H", "C", "H", "N", "C", "H", "H", "C", "H", "N", "H", "H", "C", "H", "C", "H", "C", "H", "H", "H", "C", "H", "H", "C", "C", "N", "C", "H", "C", "H", "C", "O", "C", "H"],
  "xyz": [[-1.22, 9.42, -0.05], [3.98, -1.96, 5.94], [4.63, -1.72, 0.30], [-2.54, 1.67, -1.40], [1.84, -4.89, -3.73], [-2.35, 8.68, -0.44], [-0.71, -0.78, 5.04], [1.99, -2.44, 4.44], [1.32, 3.20, 2.96], [0.88, 2.33, 3.43], [4.89, -0.69, 4.45], [-6.65, 3.96, 1.06], [3.90, -1.52, 4.95], [5.06, -1.81, -1.79], [-2.24, -0.32, 2.76], [-3.43, -0.51, 0.23], [-4.56, 1.50, 2.58], [-3.61, 5.14, 2.44], [-0.79, -4.33, 0.38], [-7.34, -1.48, 0.94], [-0.23, 11.54, 0.39], [4.57, 0.83, 0.51], [2.48, 3.44, 0.33], [1.65, -1.50, 2.10], [-2.48, 1.50, -3.79], [2.80, -1.78, 4.13], [-8.07, -0.50, 0.28], [-3.30, 9.15, -0.69], [0.29, -5.67, -0.85], [-6.18, -0.04, 6.89], [1.54, -0.11, -4.97], [-0.28, 0.11, 4.59], [-3.45, -0.17, 4.14], [1.24, -4.75, -2.84], [-3.48, 0.88, 5.07], [0.73, 0.93, -3.27], [2.22, -1.50, -6.47], [0.99, -2.33, -3.41], [-0.85, 0.66, 3.44], [-3.14, -0.37, -4.62], [7.37, 2.71, -1.44], [-1.84, 3.23, -2.66], [1.43, 1.80, 4.58], [5.77, -0.47, 5.05], [-2.65, 2.98, 3.10], [1.52, -2.48, -4.70], [-4.41, -1.17, 4.24], [5.70, 3.98, -0.14], [-1.12, 4.84, -0.30], [1.30, 0.22, 6.03], [-0.22, -4.42, -0.54], [1.80, -1.37, -5.48], [-4.90, 4.04, 2.94], [6.61, -3.17, 0.05], [-4.44, 1.94, 0.89], [4.14, 4.20, 2.07], [2.33, 2.22, 5.00], [-6.13, -1.92, 5.28], [0.72, -3.49, -2.50], [5.44, -1.39, -0.36], [-9.16, -0.52, 0.31], [-7.98, 1.26, -0.95], [7.24, 0.25, -1.52], [7.57, -1.82, -0.57], [-6.66, 2.90, 1.33], [5.61, 0.51, 2.82], [0.33, -0.65, 0.06], [2.73, -1.21, 2.90], [6.73, -2.08, 0.08], [-7.06, 4.55, 1.88], [-7.85, -2.27, 1.48], [-4.47, 1.74, 6.76], [5.65, 2.89, -0.16], [-4.99, 4.51, 0.60], [3.59, 3.01, 1.29], [-5.38, -2.23, 1.39], [-2.99, 0.22, -3.72], [4.90, -2.89, -1.85], [3.35, 4.65, 2.69], [6.59, 2.19, -0.89], [-0.05, -3.26, -1.33], [-5.95, -1.45, 0.90], [-5.52, 1.30, -1.02], [-4.45, 0.92, 6.05], [-4.38, -2.00, 3.54], [-3.04, 10.90, -0.42], [-2.32, 7.30, -0.52], [-5.28, -0.44, 0.21], [-2.72, 1.65, 5.02], [-3.15, 3.06, 2.13], [-1.20, 10.89, 0.07], [-0.63, 2.19, 1.93], [4.65, 2.24, 0.55], [-7.41, 0.50, -0.42], [-3.85, 1.76, 1.78], [3.70, -0.35, 2.32], [0.98, -0.04, -3.71], [1.45, -6.81, -2.28], [6.52, 0.81, -0.93], [-0.06, 8.70, 0.25], [0.89, 6.79, 0.41], [1.75, 0.79, -5.53], [1.03, -5.84, -2.01], [6.99, -1.79, 1.10], [4.50, 4.99, 1.40], [-2.25, 2.23, -2.63], [-2.38, 3.30, 1.40], [-2.99, 0.59, 1.50], [4.81, -0.13, 3.18], [4.13, -1.31, -2.10], [2.86, 4.17, -0.39], [-0.02, 7.33, 0.17], [-7.29, 4.09, 0.18], [3.49, 0.15, 1.10], [5.84, -1.54, -2.50], [-2.23, 1.93, -4.76], [-4.13, 4.22, 2.18], [0.12, -6.52, -0.18], [-1.15, 6.57, -0.21], [2.11, 2.59, -0.23], [-6.03, 0.53, -0.46], [1.70, -3.47, -5.10], [3.15, 2.31, 2.00], [-2.35, 2.25, -0.51], [-5.42, -0.08, 6.12], [-3.20, 6.76, -0.82], [0.82, 9.25, 0.55], [-3.08, 0.39, -1.31], [-5.39, -1.13, 5.22], [0.73, -1.10, -2.94], [-0.25, 1.76, 2.85], [1.63, 3.90, 0.84], [0.85, 0.68, 5.16], [-3.64, -1.37, -2.43], [-3.28, -0.34, -2.49], [-2.36, 11.55, -0.20], [5.53, 0.12, -0.24], [4.96, 3.91, 2.72]]
}

***

No. 3
{
  "formula": "C64H70F6INO3",
  "method": "ωB97M-V with the def2-TZVPD basis set",
  "energy_ev": -99540.1154,
  "homo_ev": -7.92,
  "smiles": "CCC[C@H](C)C1=C(N=C(C)C)C(=O)c2c(C)c(CC)c(C[C@@H](C)I)c(CCOCC)c2C1=O.Fc1ccccc1.Fc1ccccc1.Fc1ccccc1.Fc1ccccc1.Fc1ccccc1.Fc1ccccc1",
  "orbital_gap_ha": 0.2723,
  "largest_force_ev_per_a": 2.69,
  "lumo_energy_ev": -0.513,
  "species": ["H", "C", "H", "H", "C", "H", "H", "C", "C", "F", "C", "C", "C", "C", "H", "H", "C", "C", "C", "C", "C", "H", "C", "C", "F", "H", "C", "H", "H", "H", "C", "F", "H", "C", "H", "C", "C", "H", "C", "H", "H", "H", "O", "H", "H", "O", "H", "H", "C", "O", "H", "C", "C", "H", "H", "H", "C", "H", "H", "I", "C", "C", "C", "C", "C", "H", "H", "H", "H", "C", "H", "H", "F", "H", "C", "C", "C", "H", "C", "C", "C", "C", "C", "H", "H", "H", "N", "C", "H", "H", "H", "C", "H", "C", "C", "C", "C", "H", "H", "C", "F", "C", "H", "H", "H", "H", "H", "H", "H", "H", "H", "H", "F", "C", "H", "H", "C", "C", "H", "C", "C", "H", "H", "H", "H", "C", "H", "C", "C", "H", "H", "C", "C", "C", "C", "C", "H", "H", "H", "C", "H", "H", "C", "C", "C"],
  "xyz": [[4.54, 1.44, 1.58], [-3.02, -6.63, 6.94], [2.33, -4.74, 3.00], [1.53, 0.53, -3.49], [2.47, 2.28, 0.19], [-0.04, -3.60, 0.10], [-0.56, -8.91, 11.23], [-0.56, -6.17, 5.79], [-1.64, 3.31, 1.68], [-1.10, 6.77, -6.62], [3.09, -2.17, -4.81], [3.45, 2.39, -5.86], [-0.79, -5.74, 7.09], [-0.27, 3.28, 1.74], [2.22, -0.41, -5.66], [1.77, -9.75, 11.06], [1.38, -4.86, 1.02], [-1.79, -1.55, 1.46], [4.83, 0.57, -0.41], [-2.40, 4.61, 1.85], [2.40, 4.38, -5.08], [1.38, -2.55, 1.99], [4.74, 1.76, 0.56], [1.75, 3.40, -7.18], [-0.97, 2.70, -7.10], [2.24, 1.10, 2.04], [1.09, 6.22, 3.82], [5.89, 0.31, -0.53], [0.88, 5.18, -6.37], [-3.72, -4.15, -0.21], [-1.53, -6.82, 5.06], [4.36, 1.40, -5.68], [1.13, 3.41, -8.06], [2.68, 2.39, -7.00], [5.71, 2.26, 0.56], [-3.02, 4.84, 3.24], [-1.78, 1.65, -9.04], [-2.24, 4.94, 3.99], [-0.16, -9.24, 10.29], [-1.81, 5.49, 1.60], [-4.20, 2.25, 0.28], [2.53, -6.25, 2.15], [3.80, 2.76, 0.17], [-1.32, -7.14, 4.05], [2.30, 2.84, 2.27], [1.46, -0.52, 0.53], [0.97, -5.93, 2.87], [-0.65, -3.96, 3.57], [-4.03, -3.14, 0.05], [-3.42, -0.28, 0.22], [-4.28, 1.29, 1.74], [0.55, 4.53, 2.00], [1.61, 4.40, -6.22], [-4.55, -2.51, 3.42], [-3.55, 5.80, 3.23], [2.05, 6.67, 3.58], [-0.48, -9.60, 7.92], [3.90, -3.81, -3.66], [1.17, -5.69, 0.33], [0.18, 3.55, 4.96], [0.88, 10.34, -7.00], [3.37, -2.86, -3.64], [-3.71, -2.87, 1.50], [-0.95, -9.20, 9.16], [0.40, 2.08, 1.54], [0.32, 6.75, 3.28], [4.36, -0.30, 0.05], [-0.91, 11.05, -7.96], [2.65, -10.47, 8.86], [-2.35, 2.14, 1.42], [-2.09, 8.88, -7.74], [1.21, -10.37, 6.86], [0.64, -5.94, 5.23], [-4.28, 3.04, 1.85], [-3.86, 2.20, 1.32], [3.33, 3.37, -4.89], [1.14, -9.71, 10.18], [-2.22, -5.64, 8.67], [-2.41, -0.31, 0.91], [0.83, -10.06, 7.82], [-0.03, -3.06, 3.53], [-2.77, -7.06, 5.65], [2.04, -0.43, -3.53], [1.31, 7.21, -5.78], [3.95, 3.33, -4.01], [4.37, 0.77, -1.37], [-2.53, -2.61, 1.96], [1.50, 9.27, -6.39], [2.51, 9.37, -6.02], [2.29, 5.16, -4.34], [-5.70, -2.33, 2.11], [2.97, -2.32, -2.43], [-3.98, -6.82, 7.40], [0.11, -4.00, 1.11], [-0.45, 7.95, -6.75], [-3.37, 3.87, -9.53], [0.31, -2.77, 2.04], [-3.99, 4.74, -9.72], [-4.04, 2.82, -11.27], [-0.42, 10.21, -7.48], [3.24, -3.00, -1.30], [-4.86, -2.92, 2.47], [-2.52, 4.67, -7.71], [1.87, 3.09, -0.24], [0.00, 5.42, 1.69], [3.40, -2.58, -5.77], [0.00, -5.23, 7.63], [-0.76, -4.60, 1.39], [2.18, -4.29, 0.57], [1.40, 11.29, -7.10], [-5.10, -3.01, -0.09], [-1.13, -9.56, 7.06], [-2.22, -8.75, 9.26], [-0.30, 0.93, 1.27], [-3.54, -7.58, 5.09], [-3.23, 4.60, 1.13], [1.92, 2.06, 1.62], [-2.55, 3.84, -8.41], [0.90, 6.30, 4.89], [2.31, -1.12, -2.36], [1.14, 4.71, 3.44], [2.81, 1.61, -7.74], [-5.18, -3.96, 2.62], [2.00, -0.71, -1.39], [-3.54, -2.43, -0.61], [-1.77, 2.73, -8.18], [-0.60, -2.26, 4.00], [0.35, -0.41, 1.04], [2.43, -0.95, -4.75], [2.19, 4.46, 3.38], [1.41, 4.48, 1.33], [-2.60, 1.68, -10.16], [0.84, 8.06, -6.26], [1.81, -5.46, 2.36], [-1.09, 9.00, -7.36], [1.64, -10.11, 8.95], [-3.74, 4.07, 3.48], [-2.62, 0.84, -10.84], [2.31, 1.41, -0.45], [-1.68, 0.97, 1.22], [0.89, -3.30, 4.07], [-1.14, 0.79, -8.84], [-0.45, -1.58, 1.51], [-3.40, 2.79, -10.40], [-2.03, -5.97, 7.66]]
}

***

Question: Which formula does entry 1 have?
Answer: C64H54BFGeN4O4P3S2Ti